# 1
{
  "formula": "C3H5NO3",
  "method": "ωB97M-V/def2-TZVPD",
  "homo_lumo_gap_ev": [9.732, 5.579],
  "spin_multiplicity": 2,
  "lumo_energy_ev": [-6.51, -10.21],
  "total_energy_ha": -397.39066,
  "s2": 0.763,
  "charge": 1,
  "elements": ["O", "C", "C", "N", "C", "O", "O", "H", "H", "H", "H", "H"],
  "positions_angstrom": [[-0.6950, -2.7062, -0.9572], [-0.2447, -1.5813, -0.6039], [-1.0010, -0.4500, 0.0838], [-0.4767, 0.7894, -0.2859], [0.7933, 1.2168, 0.0903], [1.2537, 0.4306, 1.1084], [1.4862, 2.1625, -0.3804], [0.8947, -1.4080, -0.3812], [-2.1541, -0.4610, -0.1646], [-1.0609, -0.4812, 1.1828], [-0.6830, 1.3600, -1.0752], [1.8874, 1.1284, 1.3832]],
  "atomic_forces_ev_per_a": [[1.9, 6.2, 1.4], [0.7, -6.7, 0.2], [-4.8, 2.2, -0.2], [1.8, 1.1, -0.4], [2.6, 1.6, -0.1], [0.0, 2.0, -0.8], [-3.5, -3.4, 1.4], [-1.4, -0.5, -1.0], [2.3, -0.2, -0.1], [1.0, -1.0, -0.2], [-1.4, -0.1, -1.1], [0.8, -1.1, 1.0]]
}

=====

# 2
{
  "formula": "C3H5NO3S",
  "method": "ωB97M-V/def2-TZVPD",
  "homo_lumo_gap_ev": 9.913,
  "lumo_energy_ev": 0.49,
  "total_energy_ha": -795.99683,
  "smiles": "O=C(O)CS.N=C=O",
  "elements": ["C", "C", "C", "N", "O", "O", "O", "S", "H", "H", "H", "H", "H"],
  "positions_angstrom": [[-2.6071, 0.4992, 0.1653], [0.9120, 0.8032, 0.0331], [0.7037, -0.6703, -0.2162], [-2.0881, -0.5413, 0.4203], [-2.9475, 1.5272, -0.2328], [0.3929, -0.9079, -1.4903], [0.8382, -1.5328, 0.6095], [2.7144, 1.1355, 0.0280], [0.4877, 1.4002, -0.7700], [0.5139, 1.1060, 0.9991], [-2.2124, -1.2909, 1.0607], [0.2952, -1.8597, -1.6593], [2.9970, 0.3316, 1.0524]],
  "atomic_forces_ev_per_a": [[0.2, -0.2, -0.1], [0.5, 0.0, 0.1], [0.0, 0.0, 0.2], [0.4, -0.8, 0.1], [-0.6, 1.1, -0.2], [-0.1, 0.0, -0.7], [0.0, -0.1, 0.1], [-0.2, 0.2, -0.2], [0.0, 0.0, 0.1], [-0.1, -0.2, -0.1], [-0.2, -0.1, 0.3], [0.1, 0.2, 0.4], [0.0, -0.1, 0.2]]
}

=====

# 3
{
  "formula": "C3H5NO4",
  "method": "ωB97M-V/def2-TZVPD",
  "homo_lumo_gap_ev": 5.179,
  "lumo_energy_ev": 6.16,
  "total_energy_ha": -472.85505,
  "charge": -2,
  "elements": ["C", "C", "C", "N", "O", "O", "O", "O", "H", "H", "H", "H", "H"],
  "positions_angstrom": [[1.2632, 2.5770, -2.2116], [-0.1821, -1.9051, 1.4054], [0.5082, 1.7447, -1.0773], [-0.7180, -0.9272, 2.0564], [1.2156, 2.0385, -3.3654], [-1.6653, -0.1546, 1.4278], [1.7562, 3.6443, -1.8949], [-0.6692, 1.5138, -0.8834], [-0.9842, -4.8007, 1.8414], [-0.4525, -2.2456, 0.4918], [0.3884, -2.5062, 2.0561], [1.2514, 1.4116, -0.2726], [-1.7117, -0.3906, 0.4262]],
  "atomic_forces_ev_per_a": [[-2.0, -2.0, -2.3], [-0.9, 2.5, 3.9], [0.9, 0.4, 0.9], [0.7, -0.9, -0.7], [0.1, 0.2, 1.4], [-0.3, -0.5, -2.4], [0.7, 1.1, 1.2], [0.7, 0.3, -0.9], [0.1, 0.0, 0.0], [-0.8, -0.8, -3.0], [0.9, -0.8, 0.2], [-0.5, 0.0, -0.5], [0.3, 0.6, 2.2]]
}

=====

Going through the records in order, we get max |F| values of 6.8 1.3 4.7 eV/A.